Entry from the OMol25 dataset: C30H29ClN6O6RuS2 as an isolated structure in a non-equilibrium geometry (ωB97M-V/def2-TZVPD).

```
75
Properties=species:S:1:pos:R:3:forces:R:3
Ru -0.37301 0.44280 0.09368 0.505 -2.047 1.822
N -5.37298 6.30503 0.93817 -0.176 0.291 0.216
C -4.53404 5.57184 0.11282 0.318 -0.182 -0.233
C -3.22940 5.26781 0.51393 -0.230 0.032 -0.120
C -2.40419 4.52815 -0.31355 0.081 0.029 -0.114
C -2.87583 4.08221 -1.53461 0.374 -0.080 -0.407
C -4.14121 4.42751 -1.97063 -0.005 0.076 -0.043
C -4.96790 5.17424 -1.15567 0.071 0.038 0.069
S -1.94317 2.86804 -2.47352 -0.006 -0.852 -0.115
O -2.78079 2.35911 -3.53262 -0.233 0.320 0.045
O -0.67789 3.40628 -2.88759 0.332 0.134 0.399
N -1.65121 1.64819 -1.38267 0.467 0.685 -0.678
C -2.68975 1.31293 -0.63099 -1.162 -0.587 0.661
N -2.37381 0.45538 0.38784 -0.857 0.502 -0.126
C -3.31910 0.13532 1.26678 0.424 0.074 -0.563
C -4.62065 0.57959 1.10902 -0.091 0.053 -0.025
C -4.86807 1.40079 0.01640 0.625 -0.013 -0.097
N -3.92039 1.77017 -0.83456 -1.005 -0.333 0.155
H -5.13829 6.27226 1.91818 -0.145 -0.017 -0.065
H -6.36098 6.22853 0.74468 0.178 -0.055 0.120
H -2.87869 5.58387 1.48761 0.047 0.007 0.045
H -1.40490 4.26295 -0.00894 0.081 -0.058 0.158
H -4.47078 4.06329 -2.93033 -0.133 -0.100 -0.061
H -5.97247 5.42665 -1.47256 -0.037 0.022 -0.065
H -3.00748 -0.48078 2.09891 0.059 -0.069 0.038
H -5.39773 0.31276 1.80578 -0.039 -0.043 0.079
H -5.85078 1.79640 -0.20240 -0.211 -0.013 0.101
O 0.07783 3.48096 3.02417 0.533 0.631 0.643
Cl -0.32836 2.46161 2.12820 -0.476 1.173 0.912
O -1.74093 2.31957 2.18100 -0.932 0.120 0.206
O 0.29503 1.21916 2.49027 0.512 -1.619 -0.197
O 0.08381 2.79169 0.79946 0.517 0.715 -1.233
C -2.12240 -2.83939 -0.25278 0.269 0.105 0.102
C -0.63892 -2.75429 0.18017 -0.075 -0.208 -0.262
C 0.17217 -2.81873 -1.13068 -0.200 -0.013 0.219
C -0.32993 -1.46851 0.86694 0.116 1.931 -1.292
C -0.29641 -3.86287 1.15961 0.025 -0.118 -0.211
C -1.10444 -4.08354 2.27466 -0.030 -0.027 -0.041
C -0.78376 -5.04205 3.21700 -0.094 -0.008 0.090
C 0.35667 -5.81325 3.07287 0.045 -0.085 -0.032
C 1.17557 -5.58903 1.98218 0.165 -0.159 0.086
C 0.86144 -4.62253 1.04274 -0.132 -0.011 -0.021
H -2.33406 -2.03232 -0.95486 -0.031 0.010 0.027
H -2.79700 -2.73987 0.59129 -0.137 0.024 0.077
H -2.30774 -3.79634 -0.73992 -0.058 -0.093 -0.065
H -0.13367 -1.97733 -1.75888 0.027 -0.128 0.068
H -0.02080 -3.75105 -1.65802 0.009 -0.178 -0.155
H 1.23772 -2.72729 -0.94576 0.172 0.025 -0.003
H 0.07367 -1.53043 1.87576 -0.275 0.047 0.266
H -1.99927 -3.49508 2.41293 -0.053 0.095 -0.004
H -1.42685 -5.18779 4.07268 -0.098 -0.018 0.076
H 0.59392 -6.58604 3.79052 0.051 -0.002 0.076
H 2.07528 -6.17121 1.85546 0.142 -0.110 -0.005
H 1.53018 -4.47296 0.21060 0.047 0.029 -0.124
S 4.96084 -2.51231 -1.74675 0.499 -0.166 -0.153
C 3.72732 -1.35938 -1.25387 -1.024 1.131 0.449
C 3.52101 -1.02930 0.10198 0.586 -0.655 -1.102
C 2.45886 -0.24737 0.44987 -1.116 1.091 -0.335
N 1.57645 0.26269 -0.45789 1.487 -0.975 -0.920
C 1.84430 0.03812 -1.77866 -0.624 0.898 1.235
C 2.87935 -0.74881 -2.20086 1.195 -0.929 0.392
C 6.42206 -1.50370 -1.47911 -0.240 0.315 0.132
C 6.93704 -0.72818 -2.51482 -0.145 -0.439 0.222
C 8.04694 0.05077 -2.25590 0.323 0.093 -0.012
N 8.64567 0.11484 -1.07110 -0.009 0.152 0.001
C 8.11591 -0.59318 -0.08060 0.309 0.052 0.108
C 7.01494 -1.41470 -0.22162 -0.183 -0.226 -0.449
H 4.17109 -1.42094 0.86711 0.032 -0.106 0.098
H 2.24846 0.00367 1.48517 -0.055 -0.062 -0.144
H 1.18072 0.53109 -2.48618 -0.020 -0.135 0.199
H 3.03962 -0.93372 -3.25126 -0.056 0.005 -0.117
H 6.49477 -0.76232 -3.49775 -0.066 0.032 -0.082
H 8.50554 0.64261 -3.03849 -0.076 0.038 -0.092
H 8.62625 -0.51036 0.87093 -0.055 -0.026 0.107
H 6.63956 -1.99195 0.60897 -0.032 -0.031 0.065
```
Positions in Å, forces in eV/Å.

The strongest force on any atom is 0.054 hartree/bohr. The molecular weight is 770.26 g/mol. For the electronic energy, the calculation gives -89572.851 eV. The total charge is -1. The frontier orbital gap (spin up / spin down) comes out at 5.565 / 6.347 eV. The calculation puts the highest occupied orbital energy (spin up / spin down) at -3.9 / -4.6 eV. As for the spin multiplicity: 2. The LUMO energy (spin up / spin down) comes out at 0.061 / 0.063 hartree. As for the expectation value of S²: 1.04.